No. 1
The following is a quantum chemistry calculation of a structure of composition C14H26N4O9PRuTe in a non-equilibrium geometry, from the OMol25 dataset.

```
56
Properties=species:S:1:pos:R:3
Ru -0.108 -0.184 0.295
O -0.128 2.369 0.251
C 1.199 2.593 -0.251
C 2.193 1.623 0.357
N 1.914 0.237 -0.055
C 2.123 0.041 -1.513
C 0.817 0.180 -2.356
O 0.921 0.219 -3.560
O -0.293 0.256 -1.679
C 2.663 -0.707 0.805
C 1.775 -1.252 1.935
O 2.194 -2.259 2.566
O 0.658 -0.716 2.165
H -0.180 2.699 1.155
H 1.521 3.615 -0.047
H 1.129 2.462 -1.328
H 2.113 1.675 1.445
H 3.210 1.915 0.074
H 2.493 -0.964 -1.705
H 2.850 0.750 -1.913
H 3.558 -0.257 1.242
H 2.970 -1.582 0.238
C -5.611 0.350 -0.521
N -4.388 -0.144 0.078
C -4.347 -1.223 1.036
C -2.847 -1.374 1.264
O -2.331 -2.220 1.972
N -2.205 -0.415 0.534
C -3.139 0.261 -0.172
N -2.827 1.246 -0.995
H -6.348 -0.450 -0.521
H -5.444 0.646 -1.557
H -6.015 1.199 0.035
H -4.774 -2.142 0.632
H -4.864 -0.976 1.965
H -1.847 1.364 -1.232
H -3.522 1.652 -1.595
C 2.339 -4.270 -1.749
C 1.665 -5.234 -0.792
O 1.446 -4.652 0.530
P 0.273 -3.618 0.786
O 0.387 -2.413 -0.087
Te 0.605 -3.404 3.200
O -1.077 -4.367 0.451
C -1.449 -5.578 1.155
C -2.749 -6.073 0.568
H 2.534 -4.768 -2.698
H 3.288 -3.938 -1.326
H 1.701 -3.408 -1.934
H 2.300 -6.095 -0.600
H 0.709 -5.578 -1.191
H -1.560 -5.340 2.218
H -0.658 -6.323 1.048
H -3.547 -5.357 0.758
H -3.015 -7.032 1.010
H -2.640 -6.198 -0.509
```

Its LUMO energy is -0.147 Eh. The molecular weight comes out at 654.0 g/mol. The highest occupied orbital energy comes out at -10.4 eV. The total charge is +1. As for the total energy: -58489.398 eV. Its energy relative to the best compared isomer or geometry (same formula, charge and spin) is 0.00 kcal per mole.



No. 2
The following is a quantum chemistry calculation of a cluster of 3 separate species, C3H12N2Si in total in a non-equilibrium geometry, from the OMol25 dataset.

```
18
Properties=species:S:1:pos:R:3
H 0.102 1.925 1.453
N -0.098 1.599 0.569
Si -1.472 0.929 0.074
C -3.040 -0.114 0.441
H -1.278 0.895 -1.432
H -3.013 -0.939 -0.430
H -2.648 -0.616 1.350
H -3.995 0.289 0.736
H -2.055 -2.724 -2.290
H -1.422 -3.128 -2.128
C 2.119 -1.047 0.012
N 1.860 0.012 0.639
C 2.560 1.236 0.424
H 2.838 -1.270 -0.770
H 1.483 -1.942 0.366
H 2.805 1.767 1.328
H 3.430 1.201 -0.245
H 1.825 1.927 -0.098
```

Its LUMO energy is 0.019 Eh. The molecular weight comes out at 104.2 g/mol. The highest occupied orbital energy comes out at -8.6 eV. As for the SMILES: [H]/N=[SiH]\C.[H][H].C=NC. As for the total energy: -14159.252 eV. Its energy relative to the best compared isomer or geometry (same formula, charge and spin) is 144.46 kcal per mole.



No. 3
The following is a quantum chemistry calculation of a structure of composition C25H40AuGeN3O8Se, from the OMol25 dataset.

```
79
Properties=species:S:1:pos:R:3
Au -0.122 0.071 -0.992
C -3.849 0.885 -1.484
C -3.085 0.121 -2.552
C -2.513 1.071 -3.592
C -3.968 -0.935 -3.201
O -1.983 -0.584 -1.910
Ge -1.379 -2.421 -1.862
O -0.651 -1.919 -0.124
C -1.321 -2.071 1.145
C -2.677 -1.378 1.133
C -1.472 -3.566 1.399
C -0.419 -1.435 2.196
O 0.345 -1.686 -2.323
C 0.945 -1.630 -3.645
C -0.044 -2.139 -4.687
C 2.177 -2.523 -3.595
C 1.333 -0.189 -3.936
H -4.647 1.465 -1.951
H -3.197 1.584 -0.961
H -4.301 0.200 -0.765
H -3.319 1.608 -4.092
H -1.950 0.522 -4.348
H -1.858 1.806 -3.125
H -4.827 -0.455 -3.670
H -4.343 -1.643 -2.458
H -3.427 -1.486 -3.973
H -3.338 -1.820 0.384
H -2.568 -0.315 0.914
H -3.159 -1.493 2.106
H -2.116 -4.025 0.648
H -1.920 -3.741 2.378
H -0.499 -4.058 1.369
H -0.297 -0.367 1.994
H 0.562 -1.913 2.199
H -0.860 -1.555 3.188
H -0.308 -3.183 -4.503
H 0.396 -2.079 -5.683
H -0.954 -1.536 -4.685
H 1.898 -3.545 -3.337
H 2.882 -2.152 -2.849
H 2.681 -2.537 -4.563
H 0.457 0.460 -3.953
H 1.827 -0.121 -4.906
H 2.025 0.186 -3.178
C -2.099 1.796 3.879
C -0.617 1.852 3.921
C 0.100 2.714 3.062
C 1.460 2.694 3.011
C 2.177 1.813 3.868
N 3.514 1.729 3.835
C 4.395 2.504 2.971
O 5.158 3.284 3.456
N 4.243 2.228 1.650
C 3.653 1.038 1.124
C 4.244 -0.202 1.319
C 3.626 -1.327 0.797
C 2.439 -1.175 0.105
N 1.887 0.028 -0.077
C 2.473 1.123 0.404
C 1.464 0.996 4.803
C 0.107 1.012 4.810
H -2.518 2.569 3.241
H -2.521 1.877 4.883
H -2.408 0.822 3.482
H -0.436 3.393 2.416
H 1.976 3.354 2.327
H 3.983 1.300 4.623
H 4.782 2.820 1.033
H 5.179 -0.282 1.860
H 4.057 -2.310 0.919
H 1.896 -2.011 -0.318
H 1.998 2.083 0.225
H 2.020 0.351 5.473
H -0.438 0.373 5.493
O -1.731 3.719 -1.013
Se -0.417 2.943 -0.557
O 0.289 2.041 -1.807
O -0.808 1.584 0.414
O 0.717 3.787 0.219
```

Its LUMO energy (spin up / spin down) is -0.114 / -0.232 Eh. The molecular weight comes out at 859.1 g/mol. The highest occupied orbital energy (spin up / spin down) comes out at -11.7 / -11.5 eV. The spin multiplicity is 4. Its expectation value of S² is 3.782. The total charge is +1. As for the total energy: -172969.022 eV. Its energy relative to the best compared isomer or geometry (same formula, charge and spin) is 0.00 kcal per mole.